A structure of composition C36H51N7O16S4 at a distorted geometry. Source: the Open Molecules 2025 dataset; level of theory: wB97M-V/def2-TZVPD.

Cartesian coordinates (Å):
H  1.9279  5.1631  -0.0239
H  -4.3073  -0.3003  -2.3800
S  4.7489  1.7581  4.0334
H  1.2117  6.5988  -0.7927
C  -4.3794  -1.3807  -2.2548
H  5.5534  1.2474  -3.1379
H  0.5566  5.2910  -2.4132
O  -2.0850  6.1917  -0.6419
N  4.5582  -3.3152  0.1585
O  0.4539  -2.0327  -1.5250
C  4.3680  0.3853  1.8758
H  3.5134  1.5301  -1.4629
H  4.6379  -4.0585  0.8376
H  -3.9666  -4.0143  6.2211
H  6.1407  4.9804  -1.2713
O  -0.7046  4.1595  -1.1955
H  -3.6249  -1.8757  4.2913
C  4.5395  3.4496  -0.8988
H  -6.9295  0.9510  -1.6961
C  -2.0819  -3.2309  3.6228
O  5.3746  0.9454  2.6675
C  0.8269  -7.2035  -0.3711
C  -1.1584  1.0635  -0.7132
H  -0.3957  -0.3366  2.9081
C  1.2291  2.1178  -4.5392
H  6.9356  3.3786  -2.9920
C  -1.6889  2.3873  4.3901
C  -5.7440  -2.0621  -2.3569
H  -1.7886  3.3418  4.8856
H  2.5873  -3.5691  -0.3758
H  0.5951  2.0546  0.2881
H  -3.5238  3.3512  -2.2442
C  5.3454  2.0629  -2.4610
O  -3.9493  -1.5523  -0.9343
O  -5.9763  -2.4037  -0.9753
H  0.3933  -4.2108  0.7672
H  -5.7010  2.2864  -3.4737
C  3.1222  1.1253  2.3312
H  -0.8624  -5.1928  3.7573
H  0.9039  1.4531  -1.4211
C  1.7859  0.8259  -4.6394
C  -4.3106  2.7846  -1.7686
H  4.2061  -0.6688  2.1012
N  1.2005  -6.1625  0.4433
C  -1.0504  0.4525  3.2476
H  -3.8087  2.7183  0.4203
C  3.4598  -2.9443  -0.4972
N  -0.3171  0.6813  -3.7435
H  -1.8245  -2.5880  2.7941
O  5.2020  3.1197  4.1561
C  -1.6037  -4.4619  4.0447
O  -2.1726  4.2088  0.9454
C  -5.3394  2.2226  -2.4580
C  0.7523  -0.0277  -4.2178
C  -0.3602  -6.8820  -1.0719
H  -6.4748  -1.3348  -2.7104
N  6.1296  3.1967  -2.4113
H  -1.4130  -4.9036  -1.1548
H  -3.5920  -1.6094  -2.9730
N  -6.0996  1.5047  -1.5386
H  -1.1775  0.4039  -3.2932
C  0.0029  2.0027  -3.9384
H  0.3180  1.5899  4.5498
H  -3.6934  2.2929  3.6941
C  5.6510  4.0275  -1.4080
H  3.0337  1.9750  1.6542
H  -0.9089  -7.4296  -1.8238
C  -3.2601  -3.7928  5.4349
S  -4.6804  -2.7798  -0.0944
C  0.5470  4.6198  -1.5544
C  -0.6395  -5.5399  -0.7509
O  0.0577  5.5584  0.6148
H  -6.0235  -2.8487  -3.0577
C  1.0276  5.5695  -0.4847
C  0.4023  1.2924  -0.4668
H  2.7535  0.5383  -5.0234
C  -2.4061  0.6578  3.0322
O  4.8960  0.8825  5.1970
C  4.3371  2.2251  -1.5326
H  4.5345  0.4043  0.7988
O  3.2138  1.6418  3.5719
H  -1.4517  1.7454  -1.5114
H  -3.1423  0.0959  2.4766
C  5.0272  -1.5668  -1.2646
C  -3.0852  -2.7991  4.4406
H  1.3964  -8.1144  -0.4821
O  0.8833  0.0617  -0.0461
C  -4.4931  2.4794  -0.3803
O  -0.6573  -1.9343  0.6905
O  -4.7708  -2.3937  1.3642
H  -5.9358  0.9159  0.4254
H  -2.3909  -5.6604  5.6990
H  -0.6810  2.8116  -3.7276
C  -0.6805  1.4546  4.1609
H  0.7435  -1.1068  -4.1744
N  -2.7914  1.8384  3.6879
N  -2.3391  -4.7870  5.1944
H  -1.7105  1.1795  0.2194
H  1.9208  -6.0384  1.1403
H  2.1930  0.5564  2.2980
O  -4.1225  -4.0109  -0.5653
H  1.6036  3.0578  -4.9166
C  -5.4961  1.5594  -0.3222
H  6.5602  -2.6637  -0.0194
C  5.5437  -2.4762  -0.3325
H  3.0231  -1.4503  -2.0929
S  -1.4013  5.0563  0.0308
H  3.8720  3.7897  -0.1209
H  1.2167  3.7877  -1.7717
C  0.3103  -5.1675  0.2730
C  3.7220  -1.9506  -1.4391
H  5.5383  -0.7885  -1.8118
S  -0.1342  -1.1893  -0.4962
O  -1.2813  -0.2494  -1.1974

Properties
Energy (hartree): -4581.9346
HOMO-LUMO gap (eV): 7.75
Maximum force (eV/Å): 5.55

Atomic partial charges in e from the Löwdin method, atoms 1 to 5: number 1, H, carries 0.1138; number 2, H, carries 0.1033; number 3, S, carries 0.7347; number 4, H, carries 0.1359; number 5, C, carries -0.1931